# 1
Density functional theory data (the ωB97M-V functional and the def2-TZVPD basis) for a molecular structure, CH12LiO9.

Properties
Orbital gap (eV): 4.739
E_LUMO (eV): 1.89
Net charge: -1
Energy above the lowest of the compared OMol25 structures with the same formula, charge and spin (kcal per mole): 15.8
E_HOMO (eV): -2.8457

Geometry (Å):
Li  0.02350  -0.10063  -0.51580
C  -0.44556  1.89236  0.73073
O  -0.78124  3.14719  1.20817
O  -0.17106  1.80255  -0.55737
O  -0.67797  0.87934  1.42704
O  1.45158  0.66666  2.88453
H  1.41895  1.56172  3.22839
H  0.69426  0.70920  2.28494
O  0.53287  -1.41677  -1.99928
H  0.46074  -1.07723  -2.89003
H  0.21634  -2.32782  -2.10226
O  2.41514  1.93621  -1.04363
H  2.55150  1.73620  -1.97742
H  1.53772  1.91638  -0.74450
O  1.05838  -1.34583  0.73601
H  1.90813  -0.99677  0.90091
H  1.06150  -2.28379  0.77456
O  -2.02058  -2.57657  0.34944
H  -2.31057  -1.85919  -0.18050
H  -1.96006  -2.26607  1.25629
O  -2.23203  -0.30492  -1.18408
H  -3.01010  0.09091  -0.78620
H  -1.72142  0.21686  -1.79993



# 2
Density functional theory data (the ωB97M-V functional and the def2-TZVPD basis) for a molecular structure, C10H21BF2N4O8S2.

Properties
Orbital gap (eV): 5.525
E_LUMO (eV): -2.68
Net charge: 0
E_HOMO (eV): -8.2078

Geometry (Å):
C  1.07111  4.35987  0.33377
C  0.34226  3.13967  -0.22788
N  1.17836  1.92041  -0.01252
C  0.52350  0.73957  0.65230
C  0.95121  -0.50481  -0.14774
C  -0.02684  -0.99501  -1.21326
C  -1.41742  -1.00574  -0.59289
C  -2.34082  0.11115  -0.91111
N  -1.75877  -1.91599  0.18852
C  2.31299  0.00061  -0.66905
C  3.18410  -0.88905  -1.54976
B  4.38243  -1.46313  -0.67326
O  5.62382  -0.86570  -0.74014
O  4.20661  -2.55499  0.14826
C  1.87590  1.33755  -1.20235
O  2.83697  2.17879  -1.75889
N  2.61684  2.25273  -3.22684
O  2.25548  3.29049  -3.51121
H  0.40313  5.20501  0.32762
H  1.93269  4.54472  -0.28800
H  1.36699  4.19160  1.36060
H  0.22546  3.31106  -1.28639
H  -0.60827  3.06563  0.27141
H  1.95988  2.18910  0.58843
H  -0.51969  0.84934  0.89013
H  0.97528  0.57478  1.62202
H  1.14398  -1.38133  0.45837
H  0.20703  -2.00641  -1.51195
H  -0.05344  -0.35699  -2.09362
H  -3.33982  -0.09190  -0.54496
H  -2.38089  0.28585  -1.98377
H  -2.03292  1.02923  -0.42221
H  -1.00916  -2.60065  0.30588
H  2.84789  0.20609  0.26939
H  2.62257  -1.67436  -2.03860
H  3.64496  -0.25893  -2.30098
H  5.64021  -0.13977  -0.09519
H  3.68898  -2.27632  0.92153
H  1.09074  1.22965  -1.94299
N  -4.75836  -3.03019  1.70482
S  -5.38651  -3.98126  2.81185
O  -6.75406  -3.73171  3.12550
O  -4.51418  -4.34295  3.88046
F  -5.45204  -5.30609  1.93248
S  -4.57996  -1.54425  2.16186
O  -4.32062  -0.67309  1.05488
O  -3.81018  -1.31544  3.34240
F  -6.04736  -1.10684  2.59308



# 3
Density functional theory data (the ωB97M-V functional and the def2-TZVPD basis) for a molecular structure, C30H47N3O2RuS2Se2.

Properties
Multiplicity: 2
Orbital gap (alpha / beta) (eV): 6.482 / 6.465
E_LUMO (alpha / beta) (eV): -3.81 / -3.89
Net charge: +1
Energy above the lowest of the compared OMol25 structures with the same formula, charge and spin (kcal per mole): 27.4
E_HOMO (alpha / beta) (eV): -10.2913 / -10.3562

Geometry (Å):
Ru  0.24961  -0.05318  0.34015
C  1.89371  1.70653  -0.05495
C  2.58620  0.50893  0.34009
C  2.09333  0.15945  1.64699
C  1.17767  1.19069  2.00270
C  1.11815  2.19370  0.99712
C  0.60000  3.60538  1.17018
C  1.76924  4.35239  1.84402
C  0.27610  4.29129  -0.15325
C  -0.61631  3.66696  2.08754
C  2.38322  -0.93987  2.68160
C  2.75188  -2.29578  2.08194
C  3.49714  -0.44431  3.61584
C  1.12280  -1.17849  3.53924
C  3.76870  0.01079  -0.49526
C  5.02324  -0.06931  0.38432
C  3.49067  -1.31723  -1.18543
C  4.07509  1.02304  -1.61263
H  2.03105  2.22110  -0.99102
H  0.69903  1.27320  2.96567
H  2.65243  4.36021  1.20291
H  2.04043  3.89790  2.79957
H  1.47504  5.38593  2.03162
H  1.15940  4.38325  -0.78877
H  -0.08549  5.29982  0.05119
H  -0.48442  3.75408  -0.71121
H  -0.40808  3.26652  3.08225
H  -1.45237  3.12219  1.66184
H  -0.92126  4.70663  2.21055
H  3.68878  -2.29198  1.53328
H  1.95765  -2.63439  1.41512
H  2.85195  -3.02412  2.88744
H  4.44330  -0.31713  3.09239
H  3.65056  -1.16125  4.42424
H  3.22713  0.51437  4.06240
H  0.22516  -1.30726  2.92755
H  0.93852  -0.36380  4.24031
H  1.25962  -2.08390  4.13003
H  4.97128  -0.84850  1.13807
H  5.20123  0.88138  0.89129
H  5.88741  -0.27734  -0.24750
H  3.32418  -2.11408  -0.47204
H  4.34425  -1.58968  -1.80952
H  2.61395  -1.21681  -1.82836
H  4.28283  2.01912  -1.21785
H  3.26009  1.08922  -2.33508
H  4.96285  0.68881  -2.14917
C  -4.05868  -4.02925  -0.70475
Se  -3.54738  -2.23972  -0.14388
C  -2.16940  -2.76979  1.12955
C  -0.99240  -3.49967  0.52118
Se  -0.04365  -2.45521  -0.84472
C  1.33289  -3.80608  -1.07588
H  -4.24693  -4.66032  0.16135
H  -3.29887  -4.47177  -1.34455
H  -4.98181  -3.92237  -1.26948
H  -2.63782  -3.40027  1.88559
H  -1.85985  -1.83747  1.60504
H  -1.30876  -4.41540  0.02256
H  -0.25166  -3.75249  1.28229
H  1.92468  -3.95912  -0.17938
H  1.96283  -3.50304  -1.90351
H  0.79804  -4.71649  -1.33740
N  -6.11643  -0.47245  -5.07751
C  -4.93354  -0.14736  -4.48300
C  -4.66466  1.17676  -4.10781
C  -3.47844  1.49945  -3.48471
C  -2.53096  0.50663  -3.24426
C  -2.78787  -0.81598  -3.60272
C  -3.97080  -1.13712  -4.22596
S  -1.13144  0.87703  -2.28626
O  -0.00684  0.07642  -2.69367
O  -0.96980  2.30574  -2.25191
N  -1.49854  0.27465  -0.78391
C  -2.23150  0.87906  0.19341
S  -3.56570  1.94811  0.01599
C  -3.77576  1.88856  1.73291
C  -2.83743  1.10654  2.30413
N  -1.95179  0.51196  1.42448
H  -6.76450  0.24431  -5.34582
H  -6.26750  -1.39420  -5.44168
H  -5.39465  1.94876  -4.31650
H  -3.26101  2.52204  -3.20714
H  -2.04624  -1.57860  -3.40189
H  -4.16652  -2.15946  -4.52577
H  -4.57117  2.42850  2.21729
H  -2.75505  0.90462  3.36087



Electronic energy, record by record: -730.116173, -2235.406538, -7179.971908 Ha
Molar mass, record by record: 175.0, 438.2, 804.8 g/mol